{"formula": "C33H27BrIN7O4Ti", "method": "ωB97M-V/def2-TZVPD", "energy_ha": -5679.31992, "homo_energy_ev": [-7.573, -8.289], "multiplicity": 3, "gap_ev": [7.39, 7.77], "elements": ["Ti", "C", "N", "C", "C", "N", "C", "C", "C", "C", "C", "C", "N", "C", "N", "C", "C", "C", "C", "C", "C", "N", "H", "H", "H", "H", "H", "H", "H", "H", "H", "H", "H", "H", "H", "H", "H", "O", "C", "O", "C", "C", "N", "N", "C", "C", "O", "O", "H", "H", "H", "C", "C", "C", "C", "C", "C", "H", "H", "H", "H", "H", "Br", "C", "C", "C", "C", "C", "C", "I", "H", "H", "H", "H"], "coordinates": [[-0.57085, 0.33083, 0.84294], [-0.91142, 2.74975, 2.95715], [-1.81912, 1.76081, 2.37494], [-2.98149, 2.36168, 1.72148], [-2.61457, 2.66774, 0.30401], [-1.51106, 2.23803, -0.24991], [-1.57027, 2.66114, -1.58231], [-0.67213, 2.48679, -2.63376], [-1.02357, 3.01384, -3.86082], [-2.22778, 3.70525, -4.05160], [-3.12168, 3.89370, -3.01630], [-2.76223, 3.35855, -1.78663], [-3.40276, 3.35825, -0.55200], [0.34014, 2.01913, 3.30006], [0.67064, 0.93531, 2.65417], [1.86524, 0.49975, 3.23265], [2.65707, -0.61324, 2.95456], [3.79369, -0.78483, 3.71762], [4.14873, 0.11849, 4.73120], [3.37173, 1.22352, 5.01624], [2.22717, 1.38573, 4.24514], [1.22487, 2.35185, 4.26828], [-1.33328, 3.26203, 3.82895], [-0.69442, 3.50305, 2.19431], [-2.12358, 1.09218, 3.07411], [-3.32411, 3.26639, 2.23657], [-3.79115, 1.63272, 1.72078], [0.26365, 1.96542, -2.48524], [-0.35008, 2.89294, -4.69873], [-2.46400, 4.09739, -5.03181], [-4.05276, 4.42543, -3.16064], [-4.31712, 3.72213, -0.34901], [2.37576, -1.30704, 2.17682], [4.42978, -1.63997, 3.53167], [5.04987, -0.05611, 5.30403], [3.64071, 1.92003, 5.79915], [1.15711, 3.13724, 4.89027], [-4.80743, -1.89662, -2.69599], [-3.65952, -1.92044, -3.35739], [-3.58265, -2.29714, -4.50023], [-2.45702, -1.42603, -2.63770], [-1.19438, -1.35880, -3.19854], [-0.37281, -0.84096, -2.27688], [-1.01130, -0.58344, -1.13844], [-2.27069, -0.94413, -1.32937], [-3.16982, -0.72156, -0.16237], [-4.37008, -0.98344, -0.23604], [-2.57179, -0.23886, 0.86003], [-4.70556, -1.54728, -1.76826], [-0.85559, -1.63337, -4.18320], [0.61813, -0.61912, -2.33681], [0.41279, -4.21893, 2.63932], [0.89011, -3.86532, 1.38351], [0.62222, -2.60000, 0.86962], [-0.11614, -1.64443, 1.57853], [-0.62441, -2.05934, 2.81232], [-0.34975, -3.30636, 3.35614], [0.62272, -5.19857, 3.05046], [1.47842, -4.57165, 0.80891], [1.04368, -2.34555, -0.09980], [-1.22185, -1.37077, 3.40939], [-0.74453, -3.57667, 4.32885], [1.28836, -0.13526, -4.70616], [2.66951, -1.18527, -3.92551], [3.37728, -2.09604, -4.70248], [4.36752, -2.85979, -4.09812], [4.64699, -2.72549, -2.74283], [3.93473, -1.81291, -1.96729], [2.96834, -1.07651, -2.60135], [1.93805, 0.81567, -0.40298], [3.15444, -2.20259, -5.75600], [4.92400, -3.57007, -4.69514], [5.41992, -3.33140, -2.28703], [4.13137, -1.68748, -0.90949]], "forces_ev_per_angstrom": [[-0.3, -0.1, 0.0], [0.0, 0.0, 0.0], [0.1, 0.1, -0.1], [0.0, 0.0, 0.0], [0.0, 0.0, 0.0], [0.0, -0.1, 0.0], [0.0, 0.0, 0.0], [0.0, 0.0, 0.0], [0.0, 0.0, 0.0], [0.0, 0.0, 0.0], [0.0, 0.0, 0.0], [-0.1, 0.0, 0.0], [0.1, 0.0, -0.1], [-0.1, 0.0, 0.0], [0.0, 0.0, 0.0], [0.0, -0.1, -0.1], [0.0, 0.0, 0.0], [0.0, 0.0, 0.0], [0.0, 0.0, 0.0], [0.0, 0.0, 0.0], [0.0, 0.1, 0.1], [0.0, -0.1, -0.1], [0.0, 0.0, 0.0], [0.0, 0.0, 0.0], [0.0, 0.0, 0.0], [0.0, 0.0, 0.0], [0.0, 0.0, 0.0], [0.0, 0.0, 0.0], [0.0, 0.0, 0.0], [0.0, 0.0, 0.0], [0.0, 0.0, 0.0], [0.0, 0.0, 0.0], [0.0, 0.0, 0.0], [0.0, 0.0, 0.0], [0.0, 0.0, 0.0], [0.0, 0.0, 0.0], [0.0, 0.0, 0.0], [-0.1, 0.0, 0.1], [0.0, 0.1, -0.1], [0.0, 0.0, 0.0], [0.2, -0.1, 0.1], [-0.2, 0.0, 0.0], [-0.2, -0.1, 0.3], [0.0, -0.1, 0.0], [-0.1, 0.2, 0.0], [-0.1, -0.2, -0.1], [0.0, 0.1, 0.0], [0.1, 0.1, 0.2], [0.0, -0.1, 0.0], [-0.1, 0.0, 0.1], [-0.1, 0.0, 0.1], [0.0, 0.0, 0.0], [0.0, 0.0, 0.1], [0.1, 0.0, 0.0], [-0.1, 0.0, -0.3], [0.2, 0.2, 0.2], [-0.1, -0.1, -0.1], [0.0, 0.0, 0.0], [0.0, 0.0, 0.0], [0.0, 0.0, 0.0], [0.0, 0.0, 0.0], [0.0, 0.0, 0.0], [0.6, 0.4, -0.6], [0.2, -0.1, 0.0], [0.0, 0.0, 0.0], [0.0, 0.0, 0.0], [0.0, 0.0, 0.0], [0.1, -0.1, 0.0], [-0.1, 0.1, 0.1], [0.2, 0.2, 0.0], [0.0, 0.0, 0.0], [0.0, 0.0, 0.0], [0.0, 0.0, 0.0], [0.0, 0.0, 0.0]]}